*w*
C37H62N2O24 | ωB97M-V/def2-TZVPD

Cartesian coordinates (Å):
C  -3.00760  3.06346  0.78030
C  -3.59532  3.57011  2.03591
C  -2.75077  3.39166  3.32326
O  -2.14772  4.60041  3.57569
C  -2.61704  5.47228  2.70885
O  -2.20100  6.66506  2.63589
O  -3.60285  4.95380  1.92454
H  -2.76228  2.03449  0.85340
H  -2.14345  3.58458  0.44152
H  -3.77438  3.18823  0.03084
H  -4.57612  3.12312  2.12020
H  -1.91204  2.73490  3.25159
H  -3.37549  3.08155  4.16848
C  -0.22099  -0.58620  -4.82905
C  -0.60288  -1.22418  -3.53649
C  -1.85305  -2.16179  -3.54993
O  -1.41648  -3.18572  -2.72450
C  -0.09321  -3.20094  -2.59881
O  0.56366  -4.10603  -2.05866
O  0.43657  -2.21274  -3.26467
H  0.56989  0.18237  -4.65317
H  -1.06169  -0.08865  -5.30543
H  0.24606  -1.22613  -5.48292
H  -0.54080  -0.57735  -2.67547
H  -2.25187  -2.42342  -4.56995
H  -2.65618  -1.66714  -3.07298
C  -0.71388  -0.52689  3.82704
C  -2.16458  -0.79813  3.85915
C  -2.78737  -1.33524  5.14520
O  -4.08151  -0.73307  5.00575
C  -4.06268  0.33940  4.22734
O  -4.97696  1.19171  4.25741
O  -2.94118  0.35586  3.56010
H  -0.14312  -1.42345  3.83431
H  -0.29840  0.05326  4.65550
H  -0.50023  -0.11804  2.82137
H  -2.35031  -1.49924  3.00465
H  -2.31320  -0.94779  6.08161
H  -2.82116  -2.41713  5.29651
C  5.73949  -3.96385  -3.80845
C  4.89554  -2.84909  -3.13180
C  3.52452  -3.40777  -2.68787
O  3.43839  -2.76145  -1.42319
C  4.64237  -2.38692  -0.97340
O  4.91803  -2.12808  0.19256
O  5.59342  -2.50196  -1.91586
H  5.12661  -4.30956  -4.58382
H  5.90166  -4.80862  -3.19381
H  6.66683  -3.64706  -4.24828
H  4.80071  -2.06950  -3.83769
H  3.41107  -4.42176  -2.58199
H  2.69783  -3.06301  -3.35914
C  4.63472  -0.15253  2.85279
C  4.25956  -1.38052  3.70896
C  5.01272  -1.65933  5.04831
O  3.99496  -1.40854  5.99446
C  2.82610  -1.38444  5.45026
O  1.80266  -1.22003  6.11569
O  2.93847  -1.38758  4.18844
H  4.46814  0.70284  3.35820
H  4.07453  -0.11099  1.89857
H  5.66595  -0.18775  2.59641
H  4.35540  -2.21370  3.00482
H  5.87616  -0.96236  5.28753
H  5.35311  -2.65355  5.10380
C  -5.27194  -0.72569  -5.94368
O  -4.65129  -0.55310  -4.67352
C  -3.98737  0.59356  -4.39384
O  -3.91354  1.69761  -5.18488
O  -3.46161  0.54713  -3.19585
C  -2.89027  1.67757  -2.54556
H  -4.54857  -0.45906  -6.73604
H  -6.21581  -0.14916  -5.94970
H  -5.52413  -1.76235  -6.08174
H  -2.04326  1.97026  -3.12693
H  -2.48955  1.51661  -1.56254
H  -3.54919  2.48594  -2.47671
C  0.31428  2.81665  -0.79510
O  0.04061  2.58846  0.56091
C  1.03858  2.23236  1.43559
O  2.35442  2.12828  1.02979
O  0.66621  2.04839  2.63468
C  1.67892  1.85994  3.62611
H  1.23711  3.37524  -0.94722
H  -0.47202  3.44025  -1.28330
H  0.58649  1.81826  -1.34705
H  1.98149  0.76418  3.75605
H  1.37292  2.19973  4.57432
H  2.57626  2.44946  3.39094
C  4.18821  5.07244  -2.54183
O  3.65342  3.90142  -2.00071
C  3.84587  2.73356  -2.60850
O  4.83467  2.57016  -3.59034
O  3.11263  1.79714  -2.15816
C  3.22639  0.55376  -2.65295
H  5.16349  4.96511  -2.87408
H  4.18823  5.87064  -1.84417
H  3.55710  5.36465  -3.39084
H  2.59029  -0.22641  -2.22199
H  4.30682  0.28931  -2.69125
H  2.76558  0.58819  -3.68761
C  0.83746  -3.06297  1.57286
C  1.56694  -1.75989  1.28965
C  1.19627  -1.01798  -0.06383
C  -0.16331  -0.56642  0.12803
N  -1.27883  -0.23585  0.15729
H  -0.20119  -2.77348  1.78967
H  1.15909  -3.50414  2.54875
H  0.83630  -3.72233  0.76018
H  2.61221  -1.82500  1.42932
H  1.23204  -1.10398  2.11757
H  1.29041  -1.58997  -0.93501
H  1.70199  -0.06103  -0.16277
C  -5.90265  -0.64556  1.35509
C  -4.47209  -0.91626  0.83049
C  -4.46843  -0.45338  -0.66573
C  -5.06320  -1.40063  -1.54270
N  -5.60936  -2.22245  -2.20550
H  -5.91050  -1.11267  2.34060
H  -6.66059  -1.05437  0.73417
H  -6.15715  0.41300  1.29167
H  -4.06781  -2.00752  0.95553
H  -3.69477  -0.31131  1.29947
H  -3.44931  -0.51468  -0.98107
H  -4.71229  0.61850  -0.70595

Output
Structure (SMILES): C[C@H]1COC(=O)O1.C[C@H]1COC(=O)O1.C[C@H]1COC(=O)O1.C[C@H]1COC(=O)O1.C[C@H]1COC(=O)O1.COC(=O)OC.COC(=O)OC.COC(=O)OC.CCCC#N.CCCC#N
LUMO level: 0.2 eV
Charge: 0
HOMO-LUMO gap: 10.49 eV
HOMO energy: -0.3796 Eh

---

*x*
C37H62N2O24 | ωB97M-V/def2-TZVPD

Cartesian coordinates (Å):
C  0.83800  -15.73500  21.59400
C  2.19300  -15.40400  22.23400
C  3.33800  -15.15100  21.13000
O  3.34800  -13.78500  20.93100
C  2.64700  -13.22300  21.82400
O  2.37200  -11.99800  21.76000
O  2.14400  -14.07700  22.70900
H  0.09500  -15.66800  22.40200
H  0.91200  -16.72500  21.15900
H  0.51300  -15.02100  20.86300
H  2.52600  -16.13800  23.01300
H  3.30100  -15.86000  20.20400
H  4.34000  -15.40500  21.55900
C  2.95000  -8.00000  23.40500
C  2.69400  -6.45500  23.13000
C  2.89400  -5.96200  21.65200
O  1.92600  -4.88600  21.55400
C  1.07100  -5.00500  22.51400
O  0.10600  -4.35800  22.60600
O  1.46600  -5.84800  23.42400
H  2.81600  -8.16500  24.47200
H  4.02400  -8.25300  23.22200
H  2.39900  -8.61700  22.82800
H  3.30200  -6.00700  23.86100
H  2.57000  -6.61800  20.90000
H  3.88000  -5.56300  21.47900
C  10.28200  -9.84400  24.26800
C  9.00000  -8.97400  24.37200
C  8.17400  -9.33800  25.69300
O  8.44600  -8.12200  26.42800
C  9.12100  -7.17300  25.67600
O  9.37000  -5.99800  26.01600
O  9.49900  -7.70300  24.48200
H  10.21900  -10.90000  24.06100
H  10.83500  -9.65400  25.18700
H  10.98700  -9.57300  23.63400
H  8.39300  -9.15500  23.46800
H  8.50000  -10.29600  26.03600
H  7.16300  -9.34300  25.44900
C  4.83000  -11.62500  19.77200
C  4.43400  -10.27100  20.43000
C  5.60300  -9.38100  20.76500
O  5.29600  -8.23100  20.01300
C  4.14200  -8.37500  19.39200
O  3.63200  -7.50900  18.71600
O  3.63300  -9.59800  19.55900
H  5.51500  -11.68700  19.04200
H  3.95400  -11.97100  19.22100
H  5.05100  -12.36400  20.57100
H  3.92400  -10.32000  21.45600
H  6.57600  -9.86400  20.47200
H  5.73800  -9.06000  21.78700
C  4.54600  -3.24900  27.89500
C  4.11400  -4.26900  26.89700
C  5.08000  -5.37000  26.33100
O  4.53500  -6.63700  26.69800
C  3.40000  -6.51400  27.31800
O  2.74000  -7.40300  27.89000
O  3.14700  -5.18400  27.40900
H  3.89600  -2.47500  28.17900
H  5.53300  -2.80100  27.68000
H  4.83100  -3.83500  28.74000
H  3.86200  -3.69500  26.00100
H  6.12400  -5.27300  26.83600
H  5.15200  -5.25900  25.26700
C  7.07400  -17.90200  21.81700
O  6.08000  -17.47500  22.82400
C  6.13900  -16.21800  23.29300
O  7.25500  -15.38700  22.93800
O  5.14900  -15.86600  24.05000
C  5.21800  -14.60300  24.69300
H  7.04000  -18.93600  21.60500
H  8.16500  -17.59900  22.02600
H  6.94000  -17.31100  20.87200
H  4.29100  -14.29600  25.31400
H  5.26400  -13.83800  23.85400
H  6.14200  -14.48800  25.30400
C  10.28300  -7.74900  20.11400
O  9.17400  -8.44800  19.53700
C  9.25400  -9.78200  19.49600
O  10.18800  -10.51900  20.13200
O  8.38800  -10.38300  18.63900
C  8.34200  -11.75500  18.34300
H  11.10500  -7.90000  19.44300
H  10.51900  -7.90400  21.11800
H  10.15000  -6.68800  19.97600
H  7.50200  -11.96300  17.59600
H  8.20100  -12.30200  19.25800
H  9.23900  -11.99200  17.70900
C  7.68200  -12.08000  22.79500
O  7.19400  -11.52000  23.99500
C  5.90100  -11.29300  24.11200
O  4.91300  -11.43100  23.12700
O  5.55600  -11.00100  25.34800
C  4.35800  -10.47200  25.72100
H  8.05800  -13.06000  23.10800
H  8.48800  -11.52400  22.32400
H  6.94200  -12.09500  22.00700
H  4.11700  -10.78100  26.72000
H  3.53500  -10.91000  25.28900
H  4.40100  -9.43800  25.74000
C  0.55300  -10.42800  26.19100
C  0.52900  -10.71800  24.66900
C  -0.33300  -11.87800  24.13300
C  -0.06100  -13.12100  24.87900
N  0.20900  -14.05800  25.44900
H  -0.48900  -10.13500  26.38900
H  1.26900  -9.72800  26.47600
H  0.84500  -11.19200  26.84500
H  1.57700  -11.04300  24.35500
H  0.30300  -9.71500  24.18600
H  -0.14100  -12.02200  23.09900
H  -1.32000  -11.63700  24.41400
C  11.03900  -13.94600  19.22000
C  10.92500  -13.50100  20.77500
C  10.35500  -14.76900  21.49600
C  11.21900  -15.94600  21.30200
N  11.89800  -16.88800  21.10700
H  11.37900  -13.18600  18.55200
H  10.06600  -14.34200  18.96600
H  11.72600  -14.88600  19.14100
H  10.06200  -12.79800  20.82200
H  11.92700  -13.10800  21.09000
H  9.36900  -15.04500  21.13600
H  10.33900  -14.69800  22.64400

Output
Structure (SMILES): C[C@H]1COC(=O)O1.C[C@H]1COC(=O)O1.C[C@H]1COC(=O)O1.C[C@H]1COC(=O)O1.C[C@H]1COC(=O)O1.COC(=O)OC.COC(=O)OC.COC(=O)OC.CCCC#N.CCCC#N
LUMO level: 0.0 eV
Charge: 0
HOMO-LUMO gap: 10.58 eV
HOMO energy: -0.3889 Eh

---

Looking at the structures above, *w* is most stable, and the difference to the next one is 0.1185 hartree.